C3H7NO2 | ωB97M-V with the def2-TZVPD basis set

Last column: Löwdin charge in e.
Element x y z (Å)
1 C -0.893 1.243 -0.039  -0.072
2 C -0.803 0.036 -0.915  -0.228
3 N -0.851 -1.192 -0.577  -0.027
4 O -1.011 -1.354 0.799  -0.095
5 C 2.008 -0.324 0.337  -0.154
6 O 2.367 0.624 -0.319  -0.016
7 H -1.637 1.941 -0.438  0.079
8 H -1.163 0.979 0.985  0.070
9 H 0.077 1.755 -0.037  0.072
10 H -1.104 -2.312 0.882  0.095
11 H 2.385 -1.347 0.145  0.088
12 H 1.277 -0.230 1.162  0.075
13 H -0.652 0.181 -1.983  0.114

- relative energy (zero: lowest compared OMol25 entry of this formula, charge and spin) (kcal per mole) = 81.3
- LUMO energy (eV) = 0.82
- Kohn-Sham gap (Ha) = 0.3977
- energy (hartree) = -323.65143
- SMILES = C/C=N\O.C=O
- HOMO energy (Eh) = -0.3674


C3H7NO2 | ωB97M-V with the def2-TZVPD basis set

Last column: Löwdin charge in e.
Element x y z (Å)
1 C 0.477 -0.549 -1.988  0.003
2 C 0.854 -1.325 -0.942  -0.292
3 O 0.011 -1.760 0.017  0.001
4 H -0.389 0.086 -1.848  0.043
5 H 1.013 -0.837 -2.879  0.050
6 H 1.904 -1.594 -1.067  0.103
7 H 0.349 -2.350 0.680  0.098
8 C -0.613 1.370 0.695  -0.422
9 N -0.606 1.241 2.071  0.098
10 O -0.447 2.302 -0.043  0.048
11 H -1.042 0.433 0.282  0.100
12 H -0.012 1.900 2.547  0.088
13 H -1.499 1.084 2.474  0.082

- relative energy (zero: lowest compared OMol25 entry of this formula, charge and spin) (kcal per mole) = 70.5
- LUMO energy (eV) = 0.69
- Kohn-Sham gap (Ha) = 0.3413
- energy (hartree) = -323.66869
- SMILES = C=CO.NC=O
- HOMO energy (Eh) = -0.3158


C3H7NO2 | ωB97M-V with the def2-TZVPD basis set

Last column: Löwdin charge in e.
Element x y z (Å)
1 C 1.651 -0.449 1.143  -0.302
2 C 1.546 0.755 0.595  -0.045
3 N 1.024 -0.877 2.311  0.034
4 H 2.215 -1.269 0.726  0.101
5 H 2.010 1.013 -0.336  0.043
6 H 0.779 1.420 0.978  0.047
7 H 0.972 -1.872 2.395  0.073
8 H -1.272 0.536 0.099  0.090
9 H 0.660 -0.251 3.001  0.082
10 O -2.007 0.265 -0.473  0.060
11 C -1.513 -0.100 -1.675  -0.388
12 O -0.580 0.395 -2.227  0.080
13 H -2.110 -0.885 -2.090  0.125

- relative energy (zero: lowest compared OMol25 entry of this formula, charge and spin) (kcal per mole) = 42.2
- LUMO energy (eV) = 0.85
- Kohn-Sham gap (Ha) = 0.3401
- energy (hartree) = -323.71367
- SMILES = C=CN.O=CO
- HOMO energy (Eh) = -0.3089